F4IN2O8PtS4 | ωB97M-V/def2-TZVPD

The geometry in XYZ format:
```
20
Properties=species:S:1:pos:R:3:mulliken_spin:R:1
Pt 0.786 -1.917 1.056 1.44
N -2.128 -1.385 -0.384 0.46
S -2.968 -2.128 -1.506 -0.10
O -3.249 -1.384 -2.756 0.23
O -4.013 -3.155 -1.219 0.24
F -1.792 -3.124 -1.854 0.00
S -3.305 -0.090 -0.206 -0.03
O -4.596 -0.527 0.364 0.04
O -3.431 0.853 -1.294 0.03
F -2.551 0.674 0.925 0.00
N 2.106 1.041 0.994 0.00
S 2.436 1.930 -0.388 0.01
O 2.802 0.977 -1.479 0.00
O 2.862 3.342 -0.460 0.00
F 0.874 2.321 -0.832 0.00
S 3.087 1.753 1.872 0.00
O 2.705 3.053 2.506 0.00
O 4.534 1.421 1.806 0.00
F 2.609 0.898 3.117 0.00
I 3.232 -4.556 -0.261 -0.33
```

Output
* charge: -1
* energy: -3120.35221 Ha
* energy above the lowest of the compared OMol25 structures with the same formula, charge and spin: 204.0 kcal per mole
* <S²>: 2.35
* 2S+1: 3
* gap between HOMO and LUMO (spin up / spin down): 0.193 / 0.076 Ha

F6H20O10P | ωB97M-V/def2-TZVPD

The geometry in XYZ format:
```
37
Properties=species:S:1:pos:R:3:nbo_charge:R:1
P 0.718 0.165 0.232 2.59
F -0.636 0.645 1.016 -0.60
F 1.550 0.426 1.606 -0.59
F 0.450 -1.365 0.754 -0.61
F 2.027 -0.317 -0.545 -0.58
F -0.216 0.008 -1.080 -0.59
F 0.947 1.725 -0.155 -0.60
O -1.805 -2.660 -0.558 -0.97
H -1.672 -3.261 0.191 0.48
H -0.985 -2.158 -0.613 0.48
O -0.389 3.262 1.770 -0.97
H -0.722 3.764 1.023 0.46
H 0.006 2.460 1.370 0.50
O -1.559 -1.912 2.991 -0.95
H -0.925 -1.535 2.368 0.48
H -1.339 -2.849 3.013 0.47
O 3.068 -2.658 1.827 -0.94
H 2.579 -3.253 1.254 0.46
H 2.880 -1.780 1.477 0.49
O -1.867 2.104 -2.236 -0.96
H -1.220 1.542 -1.790 0.49
H -2.475 2.368 -1.539 0.47
O -3.199 1.891 3.239 -0.95
H -2.315 1.683 2.907 0.49
H -3.159 2.827 3.451 0.46
O 1.302 4.179 -2.044 -0.97
H 1.413 3.238 -2.266 0.50
H 0.546 4.199 -1.454 0.46
O 0.547 -1.034 -3.776 -0.94
H 0.437 -1.209 -4.715 0.46
H 0.056 -0.220 -3.621 0.48
O 2.275 1.554 -2.746 -0.96
H 3.234 1.504 -2.745 0.47
H 1.998 0.876 -2.101 0.49
O -0.769 -4.501 1.352 -0.95
H -0.006 -4.245 0.819 0.48
H -0.775 -5.463 1.324 0.48
```

Output
* charge: -1
* energy: -1705.28591 Ha
* energy above the lowest of the compared OMol25 structures with the same formula, charge and spin: 21.2 kcal per mole
* 2S+1: 1
* gap between HOMO and LUMO: 0.377 Ha

F6H30O15P | ωB97M-V/def2-TZVPD

The geometry in XYZ format:
```
52
Properties=species:S:1:pos:R:3:mulliken_spin:R:1
P 0.219 -0.295 0.057 0.00
F -0.334 -0.870 -1.309 0.00
F -1.314 0.082 0.349 0.00
F -0.070 -1.707 0.790 0.00
F 0.720 0.304 1.486 0.00
F 1.723 -0.900 -0.260 0.00
F 0.544 1.112 -0.712 0.00
O -1.370 -4.507 2.115 0.00
H -1.697 -3.610 2.184 0.00
H -1.375 -4.833 3.015 0.00
O -3.090 0.622 3.219 0.00
H -3.179 1.194 3.980 0.00
H -2.477 1.080 2.644 0.00
O 0.937 -1.788 -3.809 0.00
H 0.392 -2.382 -3.293 0.00
H 0.325 -1.137 -4.151 0.00
O 1.721 2.864 -3.662 0.15
H 1.839 2.098 -3.099 0.00
H 1.756 3.609 -3.063 0.00
O 3.143 1.671 1.055 0.00
H 2.355 1.128 1.068 0.00
H 3.076 2.172 0.241 0.00
O -1.505 2.675 -2.849 0.01
H -1.340 2.408 -3.753 0.00
H -0.985 2.069 -2.321 0.00
O 0.642 3.144 2.349 0.00
H 1.565 2.914 2.249 0.00
H 0.167 2.366 2.058 0.00
O -0.933 -1.618 3.493 0.01
H -0.091 -1.833 3.893 0.00
H -0.800 -0.754 3.103 0.00
O 0.661 4.417 -0.418 0.00
H 0.832 3.890 0.363 0.00
H -0.030 5.023 -0.151 0.00
O 3.944 -1.672 1.505 0.04
H 3.629 -1.709 0.602 0.00
H 4.868 -1.918 1.447 0.00
O -3.357 1.909 -0.524 0.00
H -2.948 2.350 0.220 0.00
H -2.840 2.184 -1.280 0.00
O 1.298 -4.016 1.623 0.62
H 1.272 -3.066 1.508 -0.01
H 0.413 -4.248 1.905 -0.01
O 2.451 0.361 -2.782 0.03
H 2.173 -0.493 -3.112 0.00
H 2.184 0.362 -1.862 0.00
O -4.815 -0.430 -0.347 0.15
H -4.103 0.191 -0.502 0.00
H -5.592 0.002 -0.703 0.00
O -0.424 -3.618 -1.805 0.03
H 0.432 -3.932 -1.513 0.00
H -0.609 -2.867 -1.242 0.00
```

Output
* charge: 0
* energy: -2087.19944 Ha
* <S²>: 0.76
* 2S+1: 2
* gap between HOMO and LUMO (spin up / spin down): 0.409 / 0.066 Ha

F8KN4NaO16S8 | ωB97M-V/def2-TZVPD

The geometry in XYZ format:
```
38
Properties=species:S:1:pos:R:3:mulliken_spin:R:1
Na 1.764 -1.050 -0.217 0.00
K -0.287 1.046 0.383 0.00
N -5.429 1.998 1.858 0.00
S -3.802 2.566 1.946 0.00
O -2.740 1.973 1.158 0.00
O -3.327 3.092 3.261 0.00
F -4.035 3.877 1.069 0.00
S -4.951 0.683 2.185 0.00
O -4.346 0.455 3.480 0.00
O -4.556 -0.211 1.145 0.00
F -6.500 0.163 2.461 0.00
N 0.151 -1.543 1.497 0.00
S 0.055 -1.399 3.209 0.00
O 0.716 -2.360 4.069 0.00
O -0.996 -0.624 3.889 0.00
F 1.301 -0.391 3.237 0.00
S -0.914 -2.585 1.580 0.00
O -2.292 -2.127 1.722 0.00
O -0.590 -3.899 2.016 0.00
F -1.017 -2.948 0.057 0.00
N 2.006 -1.138 -2.766 0.59
S 2.615 -2.031 -4.207 -0.03
O 3.224 -1.096 -5.093 0.05
O 1.965 -3.195 -4.714 0.01
F 3.959 -2.608 -3.485 0.00
S 0.550 -1.210 -3.333 -0.10
O -0.284 -2.379 -3.150 0.25
O 0.340 -0.462 -4.561 0.24
F -0.119 -0.318 -2.147 -0.01
N 2.252 1.279 -0.375 0.00
S 2.559 2.286 -1.687 -0.01
O 3.528 1.966 -2.703 0.00
O 2.467 3.671 -1.364 0.00
F 1.108 2.176 -2.483 0.00
S 3.584 1.646 0.216 0.00
O 3.819 2.894 0.882 0.00
O 4.767 1.078 -0.540 0.00
F 3.457 0.723 1.505 0.00
```

Output
* charge: -1
* energy: -6169.28237 Ha
* energy above the lowest of the compared OMol25 structures with the same formula, charge and spin: 35.9 kcal per mole
* <S²>: 0.76
* 2S+1: 2
* gap between HOMO and LUMO (spin up / spin down): 0.233 / 0.057 Ha

F8N4Na2O16S8 | ωB97M-V/def2-TZVPD

The geometry in XYZ format:
```
38
Properties=species:S:1:pos:R:3:mulliken_spin:R:1
Na 0.536 -0.018 0.428 0.00
Na -2.124 -0.325 1.660 0.00
N 2.662 -0.332 -0.704 0.00
S 2.747 -0.496 -2.422 0.00
O 4.026 -0.486 -3.098 0.00
O 1.598 -0.042 -3.155 0.00
F 2.442 -2.100 -2.394 0.00
S 3.588 0.887 -0.629 0.00
O 3.275 2.136 -1.320 0.00
O 5.023 0.527 -0.414 0.00
F 3.114 1.285 0.870 0.00
N -0.129 0.833 2.569 0.00
S 0.647 0.767 4.113 0.00
O -0.168 0.456 5.307 0.00
O 1.902 1.544 4.218 0.00
F 1.263 -0.725 3.826 0.00
S -0.358 2.298 2.641 0.00
O 0.625 3.191 2.029 0.00
O -1.104 2.780 3.755 0.00
F -1.537 2.170 1.525 0.00
N -3.096 2.198 -2.304 0.66
S -1.442 1.788 -2.690 -0.05
O -1.098 1.374 -4.098 0.08
O -0.668 1.206 -1.570 0.05
F -0.944 3.350 -2.616 0.00
S -3.425 0.741 -1.886 -0.07
O -3.104 0.407 -0.526 0.14
O -3.370 -0.278 -2.896 0.18
F -5.010 0.886 -1.850 0.00
N -0.873 -1.905 0.518 0.00
S -1.171 -2.836 -0.992 0.00
O -2.634 -3.075 -1.241 0.00
O -0.124 -3.782 -1.332 0.00
F -0.875 -1.641 -2.016 0.00
S -0.132 -3.003 1.326 0.00
O 1.322 -2.831 1.419 0.00
O -0.603 -4.396 1.238 0.00
F -0.780 -2.551 2.709 0.00
```

Output
* charge: -1
* energy: -5731.81460 Ha
* energy above the lowest of the compared OMol25 structures with the same formula, charge and spin: 0.0 kcal per mole
* <S²>: 0.76
* 2S+1: 2
* gap between HOMO and LUMO (spin up / spin down): 0.270 / 0.099 Ha

FH2NS | ωB97M-V/def2-TZVPD

The geometry in XYZ format:
```
5
Properties=species:S:1:pos:R:3:nbo_charge:R:1
N -0.215 0.703 -0.688 -0.06
F 0.596 0.533 -1.710 -0.17
S -0.036 -1.274 1.412 -0.25
H -1.199 0.240 -0.830 0.33
H 0.853 -0.202 1.817 0.15
```

Output
* charge: 0
* energy: -553.77942 Ha
* energy above the lowest of the compared OMol25 structures with the same formula, charge and spin: 78.1 kcal per mole
* 2S+1: 1
* gap between HOMO and LUMO (spin up / spin down): 0.241 / 0.241 Ha